Entry 1:
19
Properties=species:S:1:pos:R:3 method="wB97M-V/def2-TZVPD" e_tot_ev=-20091.2384 e_homo_ev=-4.37 charge=-1 gap_ev=7.544 e_above_lowest_kcal_mol=13.6
C -0.271 -3.731 -0.901
C 0.422 1.468 0.620
C 1.352 -0.978 0.687
C 0.268 0.058 0.982
C 0.104 -0.926 -0.116
C -0.727 3.416 0.111
N -0.681 -1.255 -1.089
O -0.260 -4.612 -1.718
O -0.092 -3.465 0.253
O 1.449 1.999 0.201
O -1.628 -0.558 -1.420
O -0.379 -2.328 -1.822
O -0.733 2.086 0.626
H 2.328 -0.484 0.324
H 1.427 -1.858 1.284
H -0.454 -0.097 1.907
H -1.324 3.968 0.749
H -1.145 3.342 -0.855
H 0.344 3.954 0.176

***

Entry 2:
13
Properties=species:S:1:pos:R:3 method="wB97M-V/def2-TZVPD" e_tot_ev=-8360.7687 e_homo_ev=-8.24 gap_ev=9.206 e_above_lowest_kcal_mol=132.3
C 1.092 -0.187 1.836
C 0.387 0.773 1.330
C -0.607 0.875 0.426
C -0.074 -0.635 0.684
C 0.454 -0.995 -0.712
O 0.745 0.208 -1.386
C -0.214 1.194 -0.998
H 1.387 -0.525 2.823
H -0.824 -1.263 1.160
H 1.368 -1.591 -0.676
H -0.325 -1.570 -1.247
H -1.083 1.170 -1.668
H 0.269 2.172 -1.080

***

Entry 3:
13
Properties=species:S:1:pos:R:3 method="wB97M-V/def2-TZVPD" e_tot_ev=-8362.7151 e_homo_ev=-10.14 gap_ev=11.083 e_above_lowest_kcal_mol=87.4
O -0.606 1.048 1.559
C -0.986 0.094 0.592
C -0.741 0.595 -0.855
C 0.695 0.716 -1.114
C 1.890 0.773 -1.249
C -0.294 -1.194 0.784
C 0.330 -2.217 0.906
H 0.361 1.088 1.572
H -2.060 -0.053 0.752
H -1.229 1.566 -1.003
H -1.187 -0.106 -1.572
H 2.948 0.817 -1.384
H 0.878 -3.127 1.012

***

Entry 4:
13
Properties=species:S:1:pos:R:3 method="wB97M-V/def2-TZVPD" e_tot_ev=-8363.8213 e_homo_ev=-8.33 gap_ev=8.677 e_above_lowest_kcal_mol=61.9
C 1.825 -0.586 -0.153
C 0.554 -1.038 0.059
C 1.824 0.890 -0.068
C -0.417 0.113 0.201
C 0.595 1.299 0.111
C -1.694 -0.312 -0.012
O -2.833 0.431 -0.075
H 2.734 -1.286 -0.265
H 0.026 -1.905 -0.216
H 2.613 1.570 0.050
H 0.357 2.385 0.119
H -1.952 -1.394 0.060
H -3.633 -0.167 0.189